Entry 1:
ORCA calculation (wB97M-V/def2-TZVPD) on C4H8N2O2 in the gas phase in a non-equilibrium geometry.

SMILES = C[C@@]12N[C@]1(O)[C@@]2(N)O
LUMO = 0.69 eV
HOMO level = -8.4 eV
ΔE to the lowest compared entry with this formula, charge and spin = 414.1 kJ/mol

The geometry in XYZ format:
```
16
Properties=species:S:1:pos:R:3:forces:R:3
C -1.492 1.209 0.672 -0.075 -0.218 0.318
C 0.882 0.166 -0.264 -0.516 -0.966 -0.018
C -0.231 -0.894 -0.522 0.633 1.231 -0.469
C -0.452 0.189 0.413 0.574 -1.827 -0.031
N 2.087 -0.112 0.442 0.211 0.194 0.140
O 1.070 1.099 -1.274 -0.233 -0.162 -0.221
O -0.900 -1.309 -1.637 -0.054 -0.158 0.105
N -0.304 -1.418 0.821 -0.235 1.775 0.347
H 1.715 1.743 -0.954 -0.066 -0.135 0.109
H -0.455 -2.089 -1.993 -0.008 0.140 0.008
H 2.742 -0.611 -0.153 -0.091 0.044 0.055
H 1.877 -0.695 1.244 0.001 0.006 -0.044
H -1.265 -1.693 1.036 -0.082 0.031 -0.337
H -1.290 1.755 1.594 -0.119 0.011 0.004
H -1.509 1.917 -0.158 0.086 -0.026 -0.014
H -2.476 0.742 0.733 -0.025 0.060 0.048
```
Forces are in eV/Å.

natural (NBO) atomic charge list, values in e, 2 entries: number 1, C, carries -0.640; number 2, C, carries 0.377


Entry 2:
ORCA calculation (wB97M-V/def2-TZVPD) on 2 unconnected molecules or ions with the total composition C2H3NO2 in a non-equilibrium geometry.

SMILES = N=C=O.C=O
LUMO = 0.43 eV
HOMO level = -10.6 eV
ΔE to the lowest compared entry with this formula, charge and spin = 128.7 kJ/mol

The geometry in XYZ format:
```
8
Properties=species:S:1:pos:R:3:forces:R:3
C 1.930 -0.745 -1.007 2.129 -0.457 -0.199
C -0.832 0.427 -0.340 1.266 -2.412 -0.342
N 2.920 -0.823 -0.287 -0.883 0.653 1.977
O 1.269 -0.765 -1.960 -0.766 0.095 -0.043
O -0.003 -0.013 0.417 -0.398 0.172 0.132
H -1.200 -0.123 -1.211 0.026 -0.480 -0.111
H -1.201 1.378 -0.268 -1.115 2.897 0.609
H 2.930 -0.582 0.744 -0.258 -0.466 -2.024
```
Forces are in eV/Å.

natural (NBO) atomic charge list, values in e, 2 entries: number 1, C, carries 0.871; number 2, C, carries 0.311


Entry 3:
ORCA calculation (wB97M-V/def2-TZVPD) on 2 unconnected molecules or ions with the total composition C10H12BCl2NO3 in a non-equilibrium geometry.

LUMO = 4.29 eV
charge = -2
HOMO level = 1.3 eV
ΔE to the lowest compared entry with this formula, charge and spin = 53.0 kJ/mol

The geometry in XYZ format:
```
29
Properties=species:S:1:pos:R:3:forces:R:3
N 2.446 2.566 1.554 -0.785 -0.386 0.321
C 1.423 3.407 1.021 -0.856 -0.600 -1.791
O 1.125 4.436 1.545 0.325 1.233 1.034
C 0.685 2.922 -0.243 1.146 -0.887 0.585
C -0.073 1.580 0.117 0.312 0.030 -0.758
B -1.710 1.671 0.097 -0.136 -0.233 0.802
C -2.325 2.565 1.350 -0.806 1.012 -0.207
O -2.042 2.306 2.556 0.690 -0.630 0.366
O -3.140 3.517 1.075 0.079 -0.171 -0.308
H 2.259 2.549 2.558 0.406 0.252 -0.093
H 2.266 1.606 1.258 0.070 0.238 -0.226
H 0.038 3.705 -0.655 0.011 -0.155 0.520
H 1.477 2.732 -1.008 -0.314 -0.021 0.271
H 0.291 0.818 -0.604 -0.513 0.621 0.487
H 0.239 1.215 1.119 -0.180 0.243 -0.297
H -2.124 0.525 0.293 -0.030 -0.440 -0.024
H -2.184 2.026 -0.965 0.182 0.268 -0.540
Cl 1.805 -0.838 -1.161 0.433 -0.485 -0.065
C 0.845 -2.258 -1.025 0.079 0.195 -0.162
C 0.813 -3.015 0.139 -0.104 -0.144 0.104
Cl 1.727 -2.578 1.538 0.062 0.086 -0.050
C 0.027 -4.158 0.200 -0.123 -0.120 -0.149
C -0.727 -4.545 -0.896 0.039 0.030 -0.040
C -0.700 -3.785 -2.058 0.067 -0.012 0.064
C 0.085 -2.646 -2.121 -0.171 -0.245 -0.059
H 0.002 -4.750 1.105 0.062 0.121 0.045
H -1.338 -5.438 -0.844 0.002 0.032 0.041
H -1.291 -4.081 -2.916 0.003 0.052 0.013
H 0.104 -2.056 -3.027 0.049 0.115 0.115
```
Forces are in eV/Å.

natural (NBO) atomic charge list, values in e, 2 entries: number 1, N, carries -0.886; number 2, C, carries 0.708


> What is the formula in the third record?

C10H12BCl2NO3


> The highest ΔE to the lowest compared entry with this formula, charge and spin belongs to which entry?

C4H8N2O2